[1]
Here is the molecule C4H4N2 at a distorted geometry from the OMol25 dataset. Energies are from wB97M-V/def2-TZVPD.

```
10
Properties=species:S:1:pos:R:3:forces:R:3
C -1.28095 0.40957 0.18351 0.34 0.23 0.26
C -0.36476 0.47635 1.21657 -0.37 -0.22 -0.20
C 0.43324 -0.30109 -1.25126 0.04 -0.22 0.38
C 1.21747 -0.58564 -0.15045 -0.16 0.26 -0.31
N -0.77924 0.09975 -0.97946 -1.90 0.24 -2.42
N 0.77980 -0.10105 0.97956 1.96 -0.27 2.40
H -2.34341 0.60151 0.23391 -0.06 0.14 0.15
H -0.50304 0.92905 2.18931 -0.20 -0.01 0.04
H 0.70038 -0.38112 -2.29283 0.20 -0.19 -0.12
H 2.14051 -1.14733 -0.12886 0.13 0.03 -0.18
```
Forces are in eV/Å.

Computed properties:
* electronic energy: -264.2980 hartree
* gap between HOMO and LUMO: 10.246 eV
* ΔE to the lowest compared entry with this formula, charge and spin: 17.9 kcal per mole

[2]
Here is a structure of composition ClF2Mg at a distorted geometry from the OMol25 dataset. Energies are from wB97M-V/def2-TZVPD.

```
4
Properties=species:S:1:pos:R:3:forces:R:3
Mg 0.34962 -0.19396 -0.71181 -1.61 1.29 1.76
F 0.42416 2.81431 -1.23967 0.18 -2.12 0.17
F -2.65241 -0.58853 -0.04179 1.90 0.10 -0.62
Cl 1.87862 -2.03183 1.99326 -0.48 0.74 -1.31
```
Forces are in eV/Å.

Computed properties:
* electronic energy: -859.9785 hartree
* net charge: -1
* gap between HOMO and LUMO: 5.721 eV
* ΔE to the lowest compared entry with this formula, charge and spin: 190.5 kcal per mole

[3]
Here is a cluster of 2 separate species, C5H5F3NS in total at a distorted geometry from the OMol25 dataset. Energies are from wB97M-V/def2-TZVPD.

```
15
Properties=species:S:1:pos:R:3:forces:R:3
C 1.15918 0.59113 -1.19801 0.25 0.57 -0.37
C 1.74213 1.74195 -0.81410 -0.11 -0.29 0.38
C 1.30635 0.25011 1.03404 0.18 0.34 -0.17
C 0.33526 -1.47357 -0.29124 -0.75 -1.27 0.02
C -2.74488 -0.38643 0.66548 1.76 -0.51 -0.57
N 0.90882 -0.27710 -0.14534 0.69 1.35 0.71
F -2.76320 -0.49887 1.96931 -0.55 0.16 0.08
F -3.48394 -1.25597 0.03030 -0.52 0.25 0.23
F -2.85746 0.84614 0.23001 -0.53 0.03 0.19
S 1.99336 1.78673 0.89358 -0.33 -0.60 -0.36
H 0.89629 0.30665 -2.20039 -0.07 -0.11 -0.08
H 2.03638 2.56525 -1.43428 0.04 0.13 -0.16
H 1.19221 -0.27004 1.96477 -0.06 -0.17 0.15
H 0.06378 -1.81659 -1.27106 0.00 0.10 -0.18
H 0.21570 -2.10939 0.56693 0.02 0.03 0.13
```
Forces are in eV/Å.

Computed properties:
* electronic energy: -945.6829 hartree
* net charge: +1
* gap between HOMO and LUMO (spin up / spin down): 8.587 / 6.846 eV
* ΔE to the lowest compared entry with this formula, charge and spin: 10.0 kcal per mole

[4]
Here is a structure of composition C19H18Br3CoN4O from the OMol25 dataset. Energies are from wB97M-V/def2-TZVPD.

```
46
Properties=species:S:1:pos:R:3:forces:R:3
Co 0.32185 0.29924 0.02898 0.26 0.27 -0.03
C -2.36559 -0.16065 0.98541 0.00 -0.01 0.01
N -0.94898 -0.39928 1.32520 -0.04 0.00 -0.09
C -0.61286 0.31996 2.57806 -0.01 0.03 0.03
C -0.70655 -1.85118 1.51614 0.02 0.01 0.01
C 0.75583 -2.10705 1.32269 -0.01 -0.01 -0.02
C 1.41012 -3.20654 1.85930 -0.04 0.02 0.01
C 2.74462 -3.42441 1.54973 0.03 -0.01 -0.01
C 3.40650 -2.54092 0.70919 0.00 0.00 0.00
C 2.74723 -1.43309 0.18699 -0.02 -0.03 0.07
C 1.40904 -1.19090 0.49146 -0.02 0.07 -0.04
H -3.00380 -0.59325 1.76117 0.00 0.00 0.00
H -2.58458 -0.62554 0.02695 -0.01 0.00 0.00
H -2.54457 0.90832 0.91931 0.01 0.00 0.00
H -1.28255 -0.01088 3.37591 0.00 -0.01 0.00
H -0.72901 1.39148 2.42847 0.00 -0.02 0.00
H 0.41589 0.09556 2.85697 -0.02 -0.02 0.00
H -1.28892 -2.37656 0.75714 0.00 -0.02 -0.03
H -1.08128 -2.15950 2.49746 0.00 -0.01 -0.01
H 0.88108 -3.89331 2.51108 0.00 0.00 0.00
H 3.26513 -4.27951 1.96097 0.00 0.00 0.00
H 4.44644 -2.71136 0.45958 0.00 0.00 0.00
H 3.29946 -0.76534 -0.45978 0.01 0.02 -0.01
Br 2.56790 2.22476 1.88351 0.03 -0.04 -0.09
C 2.26841 2.99609 0.15216 -0.01 0.03 0.11
Br 2.15727 1.65874 -1.24490 -0.16 -0.12 0.07
H 3.08999 3.65589 -0.09189 0.01 -0.01 -0.01
H 1.31231 3.50032 0.18491 0.15 0.03 -0.06
O -0.60645 2.04327 0.17141 -0.08 -0.02 0.06
N -0.81931 2.97872 -0.69918 -0.02 -0.09 -0.04
C -1.11156 4.13835 -0.18628 -0.04 0.04 0.03
C -1.38188 5.23194 -1.07004 -0.02 -0.02 0.00
N -1.60216 6.12311 -1.76047 0.02 0.00 0.00
C -1.15591 4.32775 1.23815 -0.02 -0.03 0.02
N -1.15747 4.42254 2.38378 0.00 0.02 -0.02
Br -2.27467 -2.19118 -5.46296 -0.01 0.00 -0.01
C -1.49648 -1.52339 -3.86887 0.01 -0.03 0.01
C -0.92175 -2.40308 -2.96832 0.00 0.01 -0.01
C -0.35136 -1.91016 -1.80114 0.04 0.03 -0.05
C -0.35919 -0.54443 -1.51847 0.03 -0.12 0.06
C -0.93060 0.31952 -2.44934 -0.10 0.03 0.01
C -1.50033 -0.16362 -3.62276 0.00 0.04 0.00
H -0.90437 -3.46426 -3.17722 0.00 0.00 -0.01
H 0.12867 -2.61420 -1.13653 -0.02 -0.01 0.04
H -0.95948 1.38791 -2.27132 0.04 -0.03 -0.02
H -1.94606 0.52011 -4.33262 0.00 0.00 -0.01
```
Forces are in eV/Å.

Computed properties:
* electronic energy: -10133.7498 hartree
* gap between HOMO and LUMO: 8.372 eV
* ΔE to the lowest compared entry with this formula, charge and spin: 0.0 kcal per mole